No. 1
{"formula": "CH3INP", "method": "ωB97M-V/def2-TZVPD", "elements": ["C", "N", "P", "I", "H", "H", "H"], "xyz": [[1.155, 2.796, 0.013], [1.811, 1.727, -0.121], [2.691, 0.527, -0.134], [-3.643, 0.394, 0.029], [1.572, 3.457, 0.754], [0.186, 3.068, -0.325], [-2.278, -0.245, -0.308]], "forces_ev_per_angstrom": [[0.4408, 1.1284, 1.2926], [-1.4740, 1.1002, -0.3109], [1.5401, -2.2388, -0.2448], [-1.2292, 0.5887, 0.3039], [0.0904, 0.4895, 0.0806], [-0.6149, -0.4847, -0.8199], [1.2468, -0.5832, -0.3015]], "mulliken_charge": [-0.34, 0.11, -0.24, -0.09, 0.20, 0.28, 0.09], "lumo_ha": -0.010, "largest_force_ev_per_a": 2.73, "total_charge": 0, "gap_ev": 7.083, "homo_energy_ev": -7.4}

***

No. 2
{"formula": "C23H51BN2O10P", "method": "ωB97M-V/def2-TZVPD", "elements": ["C", "C", "O", "C", "C", "O", "C", "C", "O", "C", "C", "N", "B", "C", "O", "C", "C", "C", "C", "C", "C", "C", "C", "C", "C", "C", "C", "O", "C", "P", "O", "O", "O", "H", "H", "H", "H", "H", "H", "H", "H", "H", "H", "H", "H", "H", "H", "H", "H", "H", "H", "H", "H", "H", "H", "H", "H", "H", "H", "H", "H", "H", "H", "H", "H", "H", "H", "H", "H", "H", "H", "H", "H", "H", "H", "H", "H", "H", "H", "H", "H", "C", "N", "O", "O", "H", "H", "H"], "xyz": [[3.186, 2.822, 0.851], [2.298, 4.041, 0.619], [1.207, 3.655, -0.216], [0.247, 4.684, -0.351], [-0.439, 4.558, -1.707], [-1.234, 3.372, -1.774], [-2.558, 3.590, -1.360], [-3.151, 2.254, -0.886], [-2.192, 1.582, -0.088], [-2.746, 0.536, 0.677], [-2.840, -0.727, -0.201], [-4.017, -1.592, 0.284], [-5.134, -1.503, -0.789], [-5.603, -2.717, -1.641], [-5.667, -0.235, -0.893], [-3.674, -2.987, 0.725], [-2.769, -3.726, -0.263], [-1.917, -2.811, -1.163], [-1.533, -1.514, -0.415], [-0.697, -1.771, 0.872], [0.434, -2.827, 0.723], [1.842, -2.344, 1.168], [2.733, -3.556, 1.564], [4.065, -3.662, 0.793], [5.000, -2.451, 0.997], [6.092, -2.370, -0.087], [6.912, -1.068, -0.035], [7.220, -0.606, -1.344], [8.593, -0.638, -1.662], [-0.413, -0.604, -1.624], [0.372, -1.637, -2.353], [0.551, 0.427, -0.849], [-1.330, 0.284, -2.617], [2.727, 2.151, 1.585], [3.351, 2.272, -0.079], [4.150, 3.154, 1.243], [2.851, 4.853, 0.126], [1.910, 4.422, 1.574], [-0.500, 4.565, 0.453], [0.705, 5.677, -0.244], [0.307, 4.516, -2.508], [-1.052, 5.453, -1.883], [-3.198, 4.026, -2.142], [-2.569, 4.296, -0.512], [-3.427, 1.679, -1.787], [-4.082, 2.471, -0.346], [-2.110, 0.392, 1.556], [-3.749, 0.825, 1.037], [-3.125, -0.353, -1.195], [-4.405, -1.116, 1.102], [-6.548, -2.496, -2.151], [-4.852, -2.938, -2.414], [-5.747, -3.638, -1.065], [-5.641, 0.117, -1.781], [-3.252, -2.944, 1.734], [-4.624, -3.526, 0.829], [-3.328, -4.446, -0.872], [-2.073, -4.327, 0.339], [-1.042, -3.360, -1.496], [-2.509, -2.514, -2.044], [-1.369, -2.120, 1.671], [-0.263, -0.835, 1.251], [0.541, -3.144, -0.316], [0.175, -3.700, 1.337], [1.751, -1.645, 2.011], [2.284, -1.823, 0.308], [2.986, -3.490, 2.632], [2.165, -4.485, 1.435], [4.596, -4.535, 1.195], [3.874, -3.830, -0.275], [4.444, -1.505, 0.993], [5.489, -2.551, 1.975], [5.644, -2.458, -1.085], [6.785, -3.218, 0.028], [6.332, -0.285, 0.467], [7.845, -1.209, 0.529], [8.700, -0.580, -2.751], [9.137, 0.217, -1.231], [9.060, -1.574, -1.328], [0.107, 1.038, -0.242], [-1.314, 1.211, -2.332], [-4.233, 4.172, 1.923], [-4.357, 4.706, 3.307], [-5.335, 4.389, 3.943], [-3.458, 5.415, 3.691], [-5.102, 3.558, 1.716], [-4.180, 5.021, 1.248], [-3.313, 3.592, 1.887]], "forces_ev_per_angstrom": [[-0.1636, 0.2961, 0.1097], [0.0909, -0.3417, -0.0371], [-0.0041, 0.1234, -0.0103], [-0.2487, -0.3759, -0.0541], [0.4016, 0.3501, 0.1364], [-0.2363, -0.0176, -0.4188], [-0.0732, -0.1195, 0.9877], [-0.0658, 0.8304, -0.9902], [-0.2818, 0.0985, 0.4561], [-0.1519, -0.1456, 0.0184], [0.2484, 0.4858, -0.1545], [-0.2930, -0.1823, 0.1941], [-0.7468, 0.5514, -0.5274], [0.0896, 0.0288, -0.1002], [1.3403, -0.7740, 0.7384], [-0.3693, -0.6540, 0.1573], [0.6226, -0.2284, 0.1876], [-0.8070, 0.1700, 0.3651], [0.3913, 0.2993, -0.1271], [-0.0641, -0.2356, 0.1492], [0.3002, 0.2632, 0.3474], [-0.2737, -0.5071, -0.1939], [0.3664, 0.4043, 0.0146], [0.0081, 0.1841, 0.4862], [0.2095, -0.2305, -0.3898], [0.1930, -0.1110, 0.2112], [-0.0862, -0.0219, -0.0901], [0.0132, -0.1043, 0.0287], [0.2414, 0.0655, -0.2322], [1.6001, -0.9924, -1.2036], [-0.9051, 1.2337, 0.8714], [-0.8943, -0.6783, -0.1472], [0.1751, -0.3880, 0.8667], [0.0745, 0.0274, -0.1511], [-0.0194, 0.1313, 0.0709], [-0.0649, -0.1183, -0.0147], [-0.0271, -0.1095, 0.0691], [0.0912, 0.0007, -0.0720], [0.0613, 0.2234, -0.0982], [-0.0455, -0.1035, -0.1475], [-0.1208, -0.1763, 0.2036], [-0.0339, -0.2033, -0.0044], [0.1665, -0.1532, -0.0456], [0.0257, -0.1625, -0.1493], [0.1570, -0.1724, 0.2763], [0.1742, -0.1858, 0.1232], [-0.0114, -0.0754, -0.1721], [0.1435, -0.0744, -0.1039], [-0.0707, -0.2454, 0.2189], [0.0774, 0.0531, -0.0007], [0.2468, 0.0327, 0.1040], [-0.1167, -0.0650, 0.1062], [0.1140, 0.1208, -0.0730], [-0.6934, 0.1221, -0.5011], [0.0616, 0.1978, -0.3532], [0.1756, 0.2308, 0.0239], [-0.0007, 0.2627, 0.1080], [-0.2298, 0.0865, -0.1003], [-0.0843, 0.2100, -0.1887], [0.3059, -0.1584, 0.0087], [0.1023, 0.1646, -0.1446], [-0.1226, -0.1695, -0.2196], [-0.1189, -0.0938, 0.1260], [-0.0431, 0.1155, -0.2278], [0.0705, -0.0772, -0.2484], [-0.0336, 0.1131, 0.3404], [-0.1752, -0.0424, -0.1584], [0.1218, 0.0829, -0.0056], [-0.1206, -0.0359, -0.3651], [0.0313, 0.0628, 0.1292], [-0.0292, -0.1278, 0.0239], [-0.2001, 0.1755, -0.0197], [0.0311, 0.1554, 0.1932], [-0.2601, 0.0577, -0.1273], [0.0333, -0.0204, -0.0284], [-0.2253, 0.0247, 0.0278], [-0.1465, -0.0050, 0.2113], [-0.0968, -0.1884, 0.0567], [-0.0011, 0.1039, -0.0045], [0.0518, 0.3596, -0.1674], [0.1445, 0.3603, -0.2085], [-0.0990, -0.1350, -0.0918], [-0.0013, -0.0761, -0.1283], [-0.2283, -0.0938, 0.1379], [0.2357, 0.1779, 0.0719], [-0.0288, 0.0325, 0.0430], [0.0702, 0.0212, 0.0243], [0.0544, 0.0857, -0.0270]], "mulliken_charge": [-1.14, -0.42, -0.19, -0.38, -0.71, -0.37, -0.69, -0.69, 0.42, -2.28, -0.86, 0.07, 0.48, -0.90, -0.57, -1.05, -0.57, -1.10, 1.60, -1.12, -1.47, -0.35, -0.89, -0.98, -0.36, -0.61, -0.56, -0.39, -0.72, 1.15, -0.72, -0.42, -0.69, 0.25, 0.29, 0.44, 0.34, 0.33, 0.15, 0.51, 0.35, 0.39, 0.34, 0.31, 0.20, 0.55, 0.11, 0.62, 0.95, 0.56, 0.34, 0.36, 0.34, 0.34, 0.49, 0.55, 0.52, 0.32, 0.51, 0.47, 0.33, 0.57, 0.25, 0.59, 0.42, 0.25, 0.34, 0.46, 0.46, 0.37, 0.30, 0.27, 0.36, 0.25, 0.34, 0.37, 0.24, 0.28, 0.33, 0.40, 0.31, -0.59, 0.92, -0.54, -0.54, 0.32, 0.30, 0.18], "lumo_ha": -0.110, "largest_force_ev_per_a": 2.23, "total_charge": 1, "gap_ev": 7.815, "homo_energy_ev": -10.8}

***

No. 3
{"formula": "C14H31B2IN5O9", "method": "ωB97M-V/def2-TZVPD", "elements": ["C", "C", "C", "I", "N", "C", "N", "C", "C", "C", "O", "C", "C", "O", "C", "C", "B", "C", "O", "N", "B", "O", "O", "H", "H", "H", "H", "H", "H", "H", "H", "H", "H", "H", "H", "H", "H", "H", "H", "H", "H", "H", "H", "H", "H", "H", "H", "H", "C", "N", "O", "O", "H", "H", "H", "C", "N", "O", "O", "H", "H", "H"], "xyz": [[0.022, 0.731, 1.387], [-1.260, 0.411, 2.175], [-2.484, 1.221, 1.741], [-4.299, 0.430, 2.575], [-2.625, 1.457, 0.320], [-2.530, 0.583, -0.675], [-2.535, 1.083, -1.919], [-2.651, 0.182, -3.080], [-2.243, 0.937, -4.341], [-0.853, 1.596, -4.286], [-0.036, 1.001, -3.257], [0.532, 1.831, -2.334], [1.984, 1.592, -2.089], [-0.164, 2.621, -1.742], [-1.931, -1.172, -2.881], [-1.382, -1.272, -1.471], [-0.815, -2.722, -1.070], [0.651, -2.848, -0.560], [-1.659, -3.807, -1.180], [-2.358, -0.752, -0.436], [-3.592, -1.609, -0.198], [-4.708, -1.396, -0.969], [-3.598, -2.548, 0.765], [-0.130, 1.481, 0.610], [0.418, -0.169, 0.914], [0.809, 1.094, 2.048], [-1.128, 0.614, 3.239], [-1.491, -0.652, 2.107], [-2.435, 2.209, 2.189], [-2.830, 2.407, 0.044], [-1.863, 1.851, -2.019], [-3.715, -0.040, -3.172], [-2.987, 1.712, -4.536], [-2.295, 0.242, -5.180], [-0.313, 1.472, -5.223], [-0.956, 2.668, -4.104], [2.434, 2.508, -1.715], [2.085, 0.822, -1.315], [2.487, 1.248, -2.988], [-1.090, -1.257, -3.574], [-2.615, -1.988, -3.131], [-0.538, -0.579, -1.424], [1.247, -2.004, -0.910], [0.703, -2.827, 0.535], [1.107, -3.781, -0.898], [-1.878, -4.133, -2.057], [-4.891, -2.079, -1.622], [-2.771, -2.639, 1.249], [3.797, -1.280, 2.627], [3.418, -0.388, 1.500], [2.913, -0.892, 0.510], [3.625, 0.799, 1.632], [3.524, -2.293, 2.356], [4.864, -1.173, 2.792], [3.258, -0.939, 3.506], [5.162, 2.080, 5.940], [5.057, 0.755, 5.270], [5.733, 0.559, 4.282], [4.286, -0.051, 5.755], [5.879, 2.678, 5.392], [4.171, 2.522, 5.933], [5.482, 1.896, 6.962]], "forces_ev_per_angstrom": [[0.1065, -0.1271, 0.1894], [-0.1045, -0.2141, -0.0881], [0.2527, 0.2449, 0.0947], [-0.0930, -0.0435, 0.0718], [-0.0928, -0.0607, -0.0250], [-0.1229, -0.0053, 0.0842], [0.7202, -0.3151, -0.0049], [-0.3751, -0.0003, -0.0143], [0.0726, 0.0335, -0.0960], [-0.4365, 0.0625, 0.1080], [0.9529, 0.0543, -0.3658], [-0.4316, -0.2297, -0.0876], [-0.0687, -0.0528, 0.1022], [0.1205, 0.3392, 0.0072], [0.2072, 0.0564, -0.1158], [0.1597, -0.0393, 0.1152], [-0.1572, 0.0363, -0.1058], [-0.1194, -0.0434, -0.1256], [0.4494, -0.0533, -0.0990], [-0.4435, 0.0687, -0.4064], [0.0304, -0.0354, 0.4125], [0.4445, 0.1886, -0.3382], [0.1407, -0.1379, -0.2197], [0.0285, 0.0305, 0.0498], [-0.0664, 0.0439, -0.0845], [-0.0475, 0.1085, -0.0405], [-0.0334, 0.0242, -0.0282], [0.0241, 0.0297, -0.0355], [0.0616, 0.0100, -0.0912], [-0.1191, -0.0445, 0.0083], [-0.3954, 0.2607, -0.0294], [0.0105, 0.0793, 0.0029], [0.0406, -0.0037, -0.0391], [-0.0163, -0.0464, 0.0766], [-0.0536, -0.0512, 0.0067], [0.0848, -0.0582, 0.1625], [-0.0124, -0.0559, 0.0483], [0.0515, 0.0278, -0.0154], [-0.0425, -0.0083, 0.0092], [-0.0213, 0.0163, 0.0219], [-0.0759, 0.0573, 0.1364], [-0.0580, -0.0424, 0.1247], [0.0894, -0.0695, 0.0789], [0.0015, -0.0499, -0.0196], [0.0118, -0.0102, 0.1548], [-0.2920, 0.0566, 0.0944], [-0.3357, -0.0930, 0.2615], [-0.0705, -0.0079, 0.0642], [-0.0876, -0.2086, -0.0659], [0.0455, 0.1239, -0.0421], [0.0380, 0.0183, 0.0539], [-0.0788, -0.0446, 0.0125], [0.0079, 0.0094, -0.0269], [-0.0278, 0.0795, 0.0272], [0.0764, 0.0419, 0.0235], [0.0773, 0.0097, -0.0227], [-0.0332, -0.0360, -0.0327], [0.0539, 0.0458, 0.0741], [-0.0096, 0.0549, -0.0463], [0.0009, -0.0066, -0.0017], [-0.0107, -0.0162, 0.0254], [-0.0287, -0.0016, 0.0110]], "mulliken_charge": [-0.44, -0.50, -1.03, 0.10, 0.04, -0.10, -0.37, 0.02, -1.16, -0.67, -0.32, 0.92, -0.98, -0.63, -1.58, 0.44, 0.81, -0.84, -0.59, 0.90, 0.41, -0.59, -0.56, 0.21, -0.29, 0.51, 0.54, 0.14, 0.76, 0.29, 0.36, 0.71, 0.46, 0.41, 0.43, 0.34, 0.40, 0.08, 0.32, 0.55, 0.41, -0.73, 0.26, 0.24, 0.34, 0.33, 0.33, 0.32, -0.83, 0.85, -0.47, -0.52, 0.32, 0.31, 0.29, -0.72, 0.90, -0.51, -0.53, 0.32, 0.28, 0.29], "lumo_ha": -0.097, "largest_force_ev_per_a": 1.02, "total_charge": 1, "gap_ev": 9.562, "homo_energy_ev": -12.2}

***

No. 4
{"formula": "C5H10O", "method": "ωB97M-V/def2-TZVPD", "elements": ["C", "C", "C", "O", "C", "C", "H", "H", "H", "H", "H", "H", "H", "H", "H", "H"], "xyz": [[-1.272, 0.497, -0.491], [-0.559, 0.040, 0.786], [-0.679, -1.469, 0.586], [0.473, -1.377, -0.356], [0.898, -0.202, 0.404], [1.692, 0.914, -0.245], [-2.360, 0.359, -0.408], [-0.781, -0.218, -1.201], [-1.067, 1.514, -0.822], [-0.774, 0.535, 1.739], [-1.666, -1.782, 0.198], [-0.366, -2.146, 1.377], [1.470, -0.605, 1.248], [2.653, 0.568, -0.631], [1.899, 1.660, 0.537], [1.152, 1.422, -1.048]], "forces_ev_per_angstrom": [[0.1295, 0.1731, -0.2040], [-0.0013, -0.0482, 0.0121], [0.3012, -0.3547, -0.0946], [-0.1047, -0.5633, 0.4960], [0.2074, 0.1434, 0.1854], [-0.0111, -0.1368, -0.1363], [0.3375, -0.0241, -0.1500], [-1.2644, 1.0783, -0.1298], [-0.0279, 0.1051, 0.2102], [-0.1696, -0.1663, -0.2645], [0.7610, -0.1600, -0.3457], [-0.0771, 0.1576, 0.3794], [-0.0070, 0.2120, 0.1483], [-0.0833, -0.0341, 0.0151], [-0.0439, -0.2024, -0.1700], [0.0537, -0.1796, 0.0484]], "mulliken_charge": [-1.21, 0.02, -0.48, -0.48, 0.24, -1.35, 0.31, 0.34, 0.28, 0.39, 0.28, 0.30, 0.36, 0.37, 0.32, 0.30], "lumo_ha": 0.043, "largest_force_ev_per_a": 1.67, "total_charge": 0, "gap_ev": 10.795, "homo_energy_ev": -9.6}

***

No. 5
{"formula": "C6H8N", "method": "ωB97M-V/def2-TZVPD", "elements": ["C", "C", "C", "C", "C", "C", "N", "H", "H", "H", "H", "H", "H", "H", "H"], "xyz": [[2.992, 0.382, 1.485], [0.301, -2.342, -1.445], [1.952, 0.109, 0.986], [0.074, -1.422, -0.694], [-1.914, 0.864, -0.300], [-0.079, -0.553, 0.438], [-0.482, 0.862, -0.026], [3.899, 0.806, 1.893], [0.546, -2.910, -2.242], [-2.094, 0.303, -1.163], [-2.446, 0.450, 0.532], [-2.198, 1.847, -0.614], [-0.545, -0.947, 1.309], [0.075, 1.100, -0.920], [-0.081, 1.451, 0.760]], "forces_ev_per_angstrom": [[2.0310, 1.1227, 0.9374], [-0.7568, 2.8559, 2.0428], [-5.6336, -2.0858, -1.4461], [0.1494, -0.9588, 0.7538], [-0.1620, 1.1843, 0.1653], [4.8575, 2.0170, -2.0423], [2.3414, -0.8856, 0.5749], [-0.3561, -0.4444, -0.2229], [0.5602, -1.9044, -1.9622], [-0.0638, -1.3723, -1.1830], [-0.4168, 0.1732, 0.4605], [-0.4455, 0.7777, 0.5066], [-0.2903, 0.2466, 0.7676], [-0.7917, -0.5296, 1.8285], [-1.0228, -0.1966, -1.1810]], "mulliken_charge": [-0.07, 0.11, -0.48, -0.59, -0.85, -0.05, -0.32, 0.40, 0.51, 0.37, 0.36, 0.36, 0.39, 0.43, 0.42], "lumo_ha": -0.199, "largest_force_ev_per_a": 6.18, "total_charge": 1, "gap_ev": 8.870, "homo_energy_ev": -14.3}

***

No. 6
{"formula": "C4H6N3", "method": "ωB97M-V/def2-TZVPD", "elements": ["C", "C", "C", "C", "N", "N", "N", "H", "H", "H", "H", "H", "H"], "xyz": [[2.300, -0.432, -0.069], [0.158, 0.822, 0.124], [-0.351, -0.483, 0.585], [-1.366, -1.268, -0.254], [3.431, -0.427, -0.132], [0.996, -0.108, 0.146], [0.031, 2.019, -0.246], [-0.415, -0.696, 1.710], [-1.278, -0.972, -1.280], [-2.389, -1.344, 0.102], [-1.114, -2.364, -0.115], [-0.814, 2.650, -0.137], [0.813, 2.603, -0.435]], "forces_ev_per_angstrom": [[-2.6971, 0.8778, 0.5245], [-1.7707, 0.1389, 0.7262], [-2.3390, -0.6980, 2.0707], [1.7436, -2.0171, 0.7768], [2.1553, -0.4184, -0.3393], [2.8085, -2.6417, -0.7178], [-1.9950, 3.6922, -0.0049], [0.1542, 0.6716, -1.6193], [-0.2766, -0.0973, -0.6255], [-0.0896, 1.1442, 0.2721], [0.2302, 1.0700, -0.6233], [0.9266, -1.8127, 0.0525], [1.1494, 0.0906, -0.4926]], "mulliken_charge": [0.31, 0.26, 0.11, -1.13, -0.21, 0.04, -0.31, 0.32, 0.34, 0.36, 0.32, 0.31, 0.28], "lumo_ha": -0.158, "largest_force_ev_per_a": 4.20, "total_charge": 1, "smiles": "C[C@@H]1C(=[NH2+])N1C#N", "gap_ev": 11.412, "homo_energy_ev": -15.7}